Entry A
This record from OMol25 describes a single C5H7NO2 molecule. The level of theory is ωB97M-V/def2-TZVPD.

Properties
M, Da: 113.12
Gap between HOMO and LUMO, eV: 8.2
HOMO level, eV: -8.66
Spin multiplicity: 1

Geometry as XYZ:
```
15
C5H7NO2, DFT ωB97M-V/def2-TZVPD
C 0.6517 -1.8224 0.3935
C -0.4390 1.7978 -0.1245
C 0.8753 -0.3886 0.1257
C -0.2790 0.4110 0.4556
O 1.8256 -0.0301 -0.7066
N -0.6078 -1.9187 -0.3827
C -1.2850 -0.7960 -0.2686
O -2.3877 -0.4634 -0.6403
H 1.7244 0.9012 -0.9666
H 0.5241 -2.0473 1.4595
H 1.4283 -2.4581 -0.0308
H -0.5113 0.3643 1.5225
H 0.2112 2.5318 0.3587
H -0.2568 1.8059 -1.2036
H -1.4742 2.1126 0.0083
```

---

Entry B
This record from OMol25 describes a single C5H7NO2 molecule. The level of theory is ωB97M-V/def2-TZVPD.

Properties
M, Da: 113.12
SMILES string: C[C@H](O)c1ncco1
Gap between HOMO and LUMO, eV: 10.1
HOMO level, eV: -9.24
Spin multiplicity: 1

Geometry as XYZ:
```
15
C5H7NO2, DFT ωB97M-V/def2-TZVPD
C -1.8119 -0.5249 -0.8622
C -1.1601 0.1400 0.2703
C 0.3101 0.0606 0.3182
C 2.3718 0.4838 0.5958
C 2.3058 -0.6045 -0.2017
H -1.8770 -1.5845 -0.6512
H -2.7701 -0.0570 -0.9980
H -1.4193 -0.4114 -1.8164
H -1.3392 -0.4278 1.1785
H -1.4185 1.8784 1.1960
H 3.3838 0.7440 0.9342
H 2.9263 -1.2942 -0.6072
N 1.0929 1.0029 0.7486
O -1.5534 1.4913 0.2955
O 0.9589 -0.8967 -0.4004
```

---

Quick one: most stable of them? entry B

---

Entry A
This record from OMol25 describes a single C5H7NO2 molecule. The level of theory is ωB97M-V/def2-TZVPD.

Properties
M, Da: 113.12
Gap between HOMO and LUMO (alpha / beta), eV: 8.7 / 8.0
HOMO level (alpha / beta), eV: -8.13 / -7.62
Spin multiplicity: 1

Geometry as XYZ:
```
15
C5H7NO2, DFT ωB97M-V/def2-TZVPD
C -1.5171 -1.2148 -0.8508
C 0.8408 -1.4961 0.3551
C -2.5964 -1.8448 -1.2272
C -0.2914 0.6058 -0.0983
C 2.0330 0.5878 0.7289
N 0.8952 -0.2078 0.2843
O 1.4415 -2.4741 0.6616
O -1.0843 0.0585 -1.0866
H -3.4121 -1.3607 -1.7572
H -2.7142 -2.8902 -1.0050
H -0.8736 0.7931 0.8246
H 0.0808 1.5586 -0.4916
H 2.3727 1.2374 -0.0789
H 1.7501 1.1969 1.5907
H 2.8381 -0.0858 1.0153
```

---

Entry B
This record from OMol25 describes a single C5H7NO2 molecule. The level of theory is ωB97M-V/def2-TZVPD.

Properties
M, Da: 113.12
SMILES string: C=C=C(C)/C=[N+](/[O-])O
Gap between HOMO and LUMO, eV: 8.9
HOMO level, eV: -8.19
Spin multiplicity: 1

Geometry as XYZ:
```
15
C5H7NO2, DFT ωB97M-V/def2-TZVPD
C -0.2808 -0.4516 -0.2947
C 0.4208 0.4663 -0.9209
C -0.5243 -0.4347 1.1179
C -0.8374 -1.6336 -1.0512
C 1.0623 1.3230 -1.6429
N -0.0578 0.4292 1.9622
O -0.2389 0.4610 3.1823
O 0.7534 1.4494 1.4495
H -1.1422 -1.2032 1.5556
H -0.8355 -1.4379 -2.1194
H -1.8557 -1.8438 -0.7293
H -0.2265 -2.5166 -0.8589
H 1.0613 1.9586 2.2226
H 0.5729 2.1757 -2.0866
H 2.1283 1.2581 -1.7862
```

---

Quick one: most stable of them? entry A

---

Entry A
This record from OMol25 describes a single C5H7NO2 molecule. The level of theory is ωB97M-V/def2-TZVPD.

Properties
M, Da: 113.12
SMILES string: N[C@H]1[C@@H]2C[C@H]1C(=O)O2
Gap between HOMO and LUMO, eV: 10.4
HOMO level, eV: -9.73
Spin multiplicity: 1

Geometry as XYZ:
```
15
C5H7NO2, DFT ωB97M-V/def2-TZVPD
C -1.1262 0.5563 0.2899
C -1.0679 -0.7607 -0.7167
C -0.6605 -1.5441 0.5836
C 0.0511 -0.2760 1.0741
C 1.1587 -0.2176 -0.0352
H -0.7629 2.4412 0.7347
H -1.4844 2.3279 -0.5400
H -2.0348 0.7166 0.7397
H -1.4218 -0.8874 -1.7608
H -1.7356 -2.0028 0.9696
H 0.1808 -2.2270 -0.0004
H 0.4593 -0.0876 2.1451
N -0.6857 1.9307 -0.2003
O 2.2028 0.4557 0.1427
O 0.4807 -0.4986 -1.1502
```

---

Entry B
This record from OMol25 describes a single C5H7NO2 molecule. The level of theory is ωB97M-V/def2-TZVPD.

Properties
M, Da: 113.12
SMILES string: C=C1OC=C(O)N1C
Gap between HOMO and LUMO, eV: 7.5
HOMO level, eV: -6.99
Spin multiplicity: 1

Geometry as XYZ:
```
15
C5H7NO2, DFT ωB97M-V/def2-TZVPD
C 1.2806 1.0551 -0.1917
N 0.2625 0.0359 -0.0776
C 0.4733 -1.2946 0.2507
C -1.1138 0.2435 -0.0148
C -0.6976 -1.8698 0.5154
C -1.8438 1.3341 -0.2612
O -1.7409 -0.9589 0.3676
O 1.6854 -1.8999 0.2637
H 2.2711 -1.3240 -0.2497
H -0.9496 -2.8723 0.7986
H 1.9704 1.0031 0.6583
H 1.8573 0.9151 -1.1116
H 0.8640 2.0669 -0.2075
H -2.9229 1.2995 -0.1631
H -1.3961 2.2663 -0.5771
```

---

Entry C
This record from OMol25 describes C5H7NO2 as an isolated structure. The level of theory is ωB97M-V/def2-TZVPD.

Properties
M, Da: 113.12
Gap between HOMO and LUMO, eV: 8.7
HOMO level, eV: -7.80
Spin multiplicity: 1

Geometry as XYZ:
```
15
C5H7NO2, DFT ωB97M-V/def2-TZVPD
C 1.3130 1.2449 0.1531
C 1.3921 -1.1813 -0.0321
C -0.0610 -0.5773 0.1697
C -0.1208 0.7865 -0.0085
C -2.0660 -0.0789 0.0095
H 1.2424 2.0364 -0.7193
H 1.6166 1.7961 1.0709
H 2.8560 0.1597 -0.9389
H 1.9613 -2.1773 0.7283
H 1.3663 -1.8024 -1.0259
H -3.0755 -0.6340 -0.5397
H -2.4163 -0.2083 0.9692
N 2.1028 -0.0174 -0.0038
O -1.4217 1.2526 -0.1518
O -1.2051 -1.2792 -0.0068
```

---

Quick one: most stable of them? entry B

---

Entry A
This record from OMol25 describes C5H7NO2 as an isolated structure. The level of theory is ωB97M-V/def2-TZVPD.

Properties
M, Da: 113.12
Gap between HOMO and LUMO, eV: 9.3
HOMO level, eV: -9.53
Spin multiplicity: 1

Geometry as XYZ:
```
15
C5H7NO2, DFT ωB97M-V/def2-TZVPD
C 0.7129 -0.1352 -1.4066
C 0.1075 -2.0576 1.4582
C 0.0073 0.3543 -0.1531
O 1.0930 -1.6173 1.9663
N 0.8897 0.9717 0.7444
O -0.6706 -2.9297 1.3296
H 1.4662 0.2543 1.2072
H 0.4214 1.5101 1.4633
H 0.0227 -0.6857 -2.0418
H 1.5334 -0.7929 -1.1255
H 1.0939 0.7240 -1.9588
C -1.2005 1.0937 -0.4050
C -2.1647 1.7665 -0.6401
H -3.0001 2.3579 -0.8953
H -0.3121 -0.8138 0.4572
```

---

Entry B
This record from OMol25 describes a 2-piece molecular cluster, C5H7NO2 overall. The level of theory is ωB97M-V/def2-TZVPD.

Properties
M, Da: 113.12
SMILES string: COCC=C=O.C#N
Gap between HOMO and LUMO, eV: 9.9
HOMO level, eV: -9.03
Spin multiplicity: 1

Geometry as XYZ:
```
15
C5H7NO2, DFT ωB97M-V/def2-TZVPD
C 1.7534 -0.1656 0.3448
C -1.3989 -1.3679 0.7090
C -0.0118 -0.5846 -1.1627
C -0.7757 -1.6410 -0.3921
C -1.0978 2.8959 0.5249
O 1.3779 -0.6168 -0.9328
N -1.1844 1.9703 1.1823
O -1.9904 -1.0975 1.6675
H -0.1287 -0.7643 -2.2328
H -0.6991 -2.6590 -0.7372
H 2.8434 -0.2547 0.3957
H 1.4617 0.8885 0.4934
H 1.2899 -0.7697 1.1388
H -0.4124 0.4057 -0.9101
H -1.0272 3.7607 -0.0888
```

---

Entry C
This record from OMol25 describes a single C5H7NO2 molecule. The level of theory is ωB97M-V/def2-TZVPD.

Properties
M, Da: 113.12
SMILES string: CCCC#C[N+](=O)[O-]
Gap between HOMO and LUMO, eV: 10.0
HOMO level, eV: -10.54
Spin multiplicity: 1

Geometry as XYZ:
```
15
C5H7NO2, DFT ωB97M-V/def2-TZVPD
C -0.6778 -0.9703 0.2819
C -1.8246 -0.6397 0.3695
C 1.2766 1.1653 0.3179
C 0.7260 -1.1406 -0.0903
C 1.4124 0.0653 -0.7406
N -3.0290 0.0006 0.2782
O -3.0018 1.1973 0.4173
O -3.9971 -0.6717 -0.0128
H 1.5441 0.7832 1.2679
H 0.2122 1.3862 0.4754
H 1.7172 2.1081 -0.1303
H 0.8549 -2.0906 -0.6054
H 1.2518 -1.2995 0.7782
H 1.0653 0.3223 -1.7544
H 2.4699 -0.2160 -0.8523
```

---

Quick one: most stable of them? entry B

---

Entry A
This record from OMol25 describes C5H9NO3 as an isolated structure. The level of theory is ωB97M-V/def2-TZVPD.

Properties
M, Da: 131.13
Gap between HOMO and LUMO, eV: 8.9
HOMO level, eV: -8.44
Spin multiplicity: 1

Geometry as XYZ:
```
18
C5H9NO3, DFT ωB97M-V/def2-TZVPD
C -0.5802 0.0563 -0.2148
C -1.3135 0.0983 -1.5177
C 0.5400 1.7108 1.6188
C 0.2495 1.5557 0.1574
C 0.4566 -1.5036 0.3749
N 0.7107 -2.5083 -0.5282
O 0.8771 -0.1915 -0.3087
O 0.3354 2.3734 -0.7022
O 0.3362 -1.6488 1.5639
H -1.1107 -0.0233 0.7271
H 1.0645 -2.2400 -1.4313
H 1.1314 -3.3257 -0.1148
H -1.3238 -0.8805 -1.9980
H -0.8594 0.8153 -2.2036
H -2.3401 0.4174 -1.3379
H 0.6713 0.7482 2.1055
H -0.2936 2.2443 2.0769
H 1.4486 2.3020 1.7327
```

---

Entry B
This record from OMol25 describes a single C5H9NO3 molecule. The level of theory is ωB97M-V/def2-TZVPD.

Properties
M, Da: 131.13
SMILES string: CC(C)(N)C(=O)C(=O)O
Gap between HOMO and LUMO, eV: 9.6
HOMO level, eV: -9.14
Spin multiplicity: 1

Geometry as XYZ:
```
18
C5H9NO3, DFT ωB97M-V/def2-TZVPD
C -0.4558 -0.0148 0.2298
C -0.5259 -1.3565 -0.4880
C 0.1504 -0.0620 1.6244
C 1.7327 0.7943 -0.6339
C -0.0710 1.0952 -0.6214
N -2.0678 0.4355 0.5381
O 2.0430 0.0851 -1.7398
O 2.5703 1.3107 0.0672
O -0.4974 1.8725 -1.4148
H 3.0184 0.1247 -1.8257
H -2.3907 1.3066 0.1095
H -2.7546 -0.2380 0.1957
H 0.2055 0.9348 2.0703
H 0.4547 -1.8374 -0.5034
H -1.2241 -2.0072 0.0457
H -0.8903 -1.2602 -1.5139
H -0.4590 -0.7074 2.2627
H 1.1615 -0.4757 1.5975
```

---

Entry C
This record from OMol25 describes a 2-piece molecular cluster, C5H9NO3 overall. The level of theory is ωB97M-V/def2-TZVPD.

Properties
M, Da: 131.13
SMILES string: CN1CC1=O.CC(=O)O
Gap between HOMO and LUMO, eV: 10.1
HOMO level, eV: -9.55
Spin multiplicity: 1

Geometry as XYZ:
```
18
C5H9NO3, DFT ωB97M-V/def2-TZVPD
C 1.5738 -0.2668 -0.6897
C -0.0582 -2.1646 -0.6714
C -0.7227 2.0280 0.4252
N 0.2359 -0.7678 -0.3994
C -0.8362 0.4820 1.0620
C 0.4367 0.2074 -1.4542
O 0.0785 0.4037 2.0902
O -1.9698 0.0497 1.2281
O 0.0634 1.0669 -2.1874
H -0.4102 -0.0322 2.8103
H 2.0080 0.3457 0.0865
H 2.2333 -0.9486 -1.2088
H 0.6547 -2.8054 -0.1462
H -1.0685 -2.3760 -0.3193
H 0.0164 -2.3802 -1.7395
H 0.2776 2.3794 0.1584
H -1.0174 2.6265 1.2886
H -1.4951 2.1522 -0.3334
```

---

Quick one: most stable of them? entry B

---

Entry A
This record from OMol25 describes a 2-piece molecular cluster, C5H9NO3 overall. The level of theory is ωB97M-V/def2-TZVPD.

Properties
M, Da: 131.13
SMILES string: CC(C)(C#N)OC=O.O
Gap between HOMO and LUMO, eV: 10.3
HOMO level, eV: -10.20
Spin multiplicity: 1

Geometry as XYZ:
```
18
C5H9NO3, DFT ωB97M-V/def2-TZVPD
C 0.2983 -1.0605 1.5108
C -0.3733 -0.5105 0.2530
C -1.8371 -0.9414 0.1755
C 0.3540 -0.6670 -1.0175
N 0.6193 -1.7669 -1.3462
H 0.0561 -2.1236 1.6370
H 1.3840 -0.9200 1.4788
H -0.1203 -0.5560 2.3911
H -2.4097 -0.4191 0.9530
H -2.2621 -0.7100 -0.8081
H -1.9359 -2.0117 0.3956
O 1.1381 0.9825 -2.7244
H 2.0192 0.6535 -2.9320
O -0.5044 1.1988 0.4998
C 0.4354 2.0830 0.5234
O 1.0133 2.5584 -0.4606
H 0.8232 2.2754 1.5379
H 1.3020 1.9350 -2.0672
```

---

Entry B
This record from OMol25 describes a single C5H9NO3 molecule. The level of theory is ωB97M-V/def2-TZVPD.

Properties
M, Da: 131.13
SMILES string: CC(=O)N[C@H](C)C(=O)O
Gap between HOMO and LUMO, eV: 10.4
HOMO level, eV: -9.92
Spin multiplicity: 1

Geometry as XYZ:
```
18
C5H9NO3, DFT ωB97M-V/def2-TZVPD
C -0.8975 1.6217 0.9428
C -0.5261 0.5253 0.0208
C 1.8715 0.0192 -0.2024
C 2.9394 -0.8471 0.2586
C -1.6147 -0.4852 -0.1459
H 0.0131 2.3551 0.9754
H -0.7865 1.2676 1.7922
H -1.8612 2.2384 0.5620
H -0.4594 0.7447 -0.7998
H 0.4493 -0.8634 1.1362
H 4.0396 -0.6700 -0.3509
H 3.1945 -0.6429 1.3963
H 2.9673 -1.7797 0.2025
H -3.4824 -0.8932 -0.8856
N 0.6290 -0.1865 0.3776
O 1.9906 0.8564 -1.0844
O -2.7227 0.0001 -0.7642
O -1.6569 -1.5383 0.3593
```

---

Quick one: most stable of them? entry A